Model i:
A single C4H7NO3 molecule. Source: the OMol25 dataset; level of theory: the ωB97M-V functional and the def2-TZVPD basis.

```
! RIJCOSX wB97M-V def2-TZVPD def2/J DEFGRID3
* xyz 0 1
C -1.7363 -0.6101 0.7501
C 0.1890 1.0154 -0.3525
C 0.6961 -0.4779 -0.4168
C -0.6968 -0.1793 -0.1907
N 1.6408 -1.0762 0.4551
O 0.2899 1.7523 -1.5145
O 0.3231 1.7669 0.8096
O 0.3041 -0.9707 -1.6247
H 0.1166 2.6895 0.5983
H 0.5882 1.1175 -2.1983
H 2.5831 -0.7303 0.3155
H 1.6661 -2.0843 0.3489
H -1.3038 -0.6904 1.7546
H -2.5751 0.0861 0.7955
H -2.0852 -1.6084 0.4700
*
```

HOMO   -0.31412 Eh
E_LUMO   -0.00463 Ha

---

Model ii:
A 2-piece molecular cluster, C4H7NO3 overall. Source: the OMol25 dataset; level of theory: the ωB97M-V functional and the def2-TZVPD basis.

```
! RIJCOSX wB97M-V def2-TZVPD def2/J DEFGRID3
* xyz 0 1
C -0.1859 -1.0413 0.6369
C -0.2518 0.1400 -0.2879
C -0.4986 0.0175 -1.7245
C 0.5485 1.4390 -0.0139
N 0.4348 -1.1200 1.8846
O 1.0748 -2.1148 2.2150
O 0.2514 -0.2459 2.7398
O -1.2770 -0.2096 0.5650
H -0.6534 -2.4564 0.0864
H -1.4035 0.6053 -2.0148
H -0.6683 -1.0482 -2.0174
H 0.3329 0.4603 -2.2911
H 1.3500 1.6599 -0.7026
H 1.0284 1.6563 1.0082
H -0.0822 2.2578 -0.0837
*
```

HOMO   -0.39811 Eh
E_LUMO   -0.01775 Ha

---

Which one sits at the bottom of the stability order? model ii does.